# 1
Computed, not measured: a molecular structure, C24H48NaO12S6 in a non-equilibrium geometry, with ωB97M-V/def2-TZVPD.

Cartesian coordinates (Å):
Na -10.884 -42.100 13.763
C -13.751 -44.105 10.963
C -15.258 -43.934 11.133
C -15.555 -43.788 12.634
S -13.995 -44.259 13.528
O -14.288 -45.207 14.590
O -13.204 -43.067 13.835
C -13.348 -45.049 12.057
H -13.182 -43.177 11.041
H -13.451 -44.474 9.981
H -15.858 -44.730 10.689
H -15.623 -43.081 10.553
H -16.230 -44.586 12.934
H -15.812 -42.793 12.985
H -13.930 -45.971 11.944
H -12.323 -45.401 12.186
C -6.872 -42.296 16.153
C -5.858 -41.625 15.241
C -6.709 -40.856 14.209
S -8.074 -40.080 15.144
O -9.365 -40.454 14.553
O -7.719 -38.720 15.475
C -7.803 -41.171 16.608
H -6.435 -42.906 16.943
H -7.454 -43.032 15.586
H -5.151 -42.206 14.640
H -5.115 -41.044 15.800
H -7.096 -41.667 13.591
H -6.203 -40.107 13.605
H -8.711 -41.507 17.095
H -7.185 -40.464 17.169
C -13.288 -41.944 17.621
C -13.852 -43.387 17.677
C -12.739 -44.437 17.480
S -11.155 -43.478 17.252
O -10.954 -43.267 15.822
O -10.025 -43.982 17.996
C -11.808 -41.932 17.975
H -13.850 -41.171 18.144
H -13.376 -41.652 16.571
H -14.595 -43.450 16.888
H -14.301 -43.604 18.644
H -12.804 -45.088 16.611
H -12.507 -45.029 18.363
H -11.345 -41.025 17.584
H -11.648 -41.881 19.054
C -7.299 -46.857 15.482
C -6.471 -45.972 14.466
C -7.369 -45.870 13.265
S -9.037 -45.599 13.854
O -9.931 -46.524 13.182
O -9.323 -44.170 13.846
C -8.686 -46.178 15.563
H -6.748 -46.926 16.415
H -7.477 -47.856 15.085
H -5.534 -46.506 14.320
H -6.210 -45.003 14.887
H -7.489 -46.822 12.737
H -7.167 -45.181 12.443
H -9.550 -46.786 15.808
H -8.548 -45.221 16.067
C -12.442 -36.850 16.199
C -11.538 -36.712 14.972
C -11.572 -37.935 14.089
S -12.740 -39.085 14.814
O -12.228 -40.439 14.725
O -14.092 -38.754 14.471
C -12.491 -38.362 16.488
H -13.449 -36.520 15.948
H -11.984 -36.244 16.974
H -10.500 -36.588 15.304
H -11.651 -35.770 14.431
H -10.664 -38.544 14.045
H -11.737 -37.737 13.027
H -11.554 -38.794 16.840
H -13.357 -38.567 17.113
C -9.886 -39.721 9.525
C -8.623 -40.586 9.414
C -8.888 -42.068 9.615
S -10.659 -42.312 9.965
O -10.723 -42.557 11.408
O -11.231 -43.261 9.029
C -11.133 -40.629 9.545
H -9.951 -39.122 8.620
H -9.953 -39.069 10.392
H -7.857 -40.239 10.112
H -8.124 -40.418 8.460
H -8.420 -42.497 10.500
H -8.649 -42.693 8.758
H -11.967 -40.367 10.197
H -11.534 -40.715 8.534

charge: +1
ΔE to the lowest compared entry with this formula, charge and spin: 40.9 kcal per mole
largest force on an atom: 2.4 eV/A
DFT total energy: -4397.38879 Eh
lowest unoccupied orbital energy: -1.954 eV

# 2
Computed, not measured: a molecular structure, C16H35NOP2PdSi in a non-equilibrium geometry, with ωB97M-V/def2-TZVPD.

Cartesian coordinates (Å):
Pd -0.246 -1.546 1.270
Si 1.345 -1.334 2.960
P -1.321 0.481 1.620
P 1.225 -1.741 -0.516
H 2.449 2.312 -0.255
C -2.066 1.373 0.198
H -2.747 2.145 0.589
H -2.628 0.703 -0.463
H -1.269 1.868 -0.382
C -0.491 1.889 2.453
H -1.288 2.549 2.825
H 0.119 2.436 1.715
H 0.143 1.561 3.289
C -2.753 0.124 2.675
H -3.355 1.036 2.805
H -2.403 -0.234 3.649
H -3.349 -0.657 2.194
C 0.649 -1.122 -2.141
H 1.208 -1.633 -2.939
H 0.845 -0.042 -2.215
H -0.421 -1.301 -2.288
C 2.940 -1.098 -0.501
H 3.459 -1.497 -1.383
H 3.474 -1.412 0.405
H 2.954 0.004 -0.564
C 1.349 -3.521 -0.781
H 1.775 -3.727 -1.766
H 0.358 -3.975 -0.713
H 1.987 -3.955 -0.012
C 2.627 0.112 2.876
H 2.132 1.087 2.943
H 3.222 0.061 1.960
H 3.313 0.016 3.741
H 0.758 -1.105 4.318
H 2.263 -2.509 3.042
C 2.983 3.936 -0.876
O 3.281 2.807 -0.284
C 1.661 4.292 -1.377
H 1.907 5.012 -2.196
H 1.064 4.758 -0.560
H 1.044 3.471 -1.793
C 4.044 4.928 -0.939
H 4.245 5.201 -1.986
H 5.000 4.612 -0.505
H 3.687 5.867 -0.484
N -1.580 -2.329 0.006
C -2.604 -2.475 -0.810
C -3.008 -1.511 -1.825
C -4.143 -1.699 -2.589
C -4.914 -2.869 -2.440
C -4.559 -3.854 -1.486
C -3.415 -3.693 -0.721
H -2.386 -0.629 -1.983
H -4.454 -0.944 -3.325
H -5.807 -2.994 -3.065
H -5.191 -4.748 -1.358
H -3.114 -4.482 -0.015

ΔE to the lowest compared entry with this formula, charge and spin: 0.0 kcal per mole
largest force on an atom: 3.2 eV/A
DFT total energy: -1860.53273 Eh
lowest unoccupied orbital energy (spin up / spin down): 0.507 / -1.187 eV
multiplicity: 5

# 3
Computed, not measured: a molecular structure, C37H57BrF2O16SSi, with ωB97M-V/def2-TZVPD.

Cartesian coordinates (Å):
C 8.569 -0.499 1.533
C 8.507 0.978 1.143
C 8.397 1.869 2.404
C 7.430 1.317 0.105
C 5.975 1.139 0.563
C 5.262 -0.215 0.384
C 5.942 -1.294 -0.468
C 6.053 -2.695 0.151
C 6.571 -3.674 -0.919
Br 8.372 -4.313 -0.542
O 5.155 -0.810 1.767
S 3.680 -1.215 2.153
O 3.107 -0.180 2.949
O 3.622 -2.565 2.589
O 3.112 -1.138 0.664
C 3.760 0.025 0.116
C 3.216 0.427 -1.259
F 3.596 1.728 -1.469
F 3.838 -0.297 -2.258
C 1.713 0.245 -1.390
C 0.884 1.426 -0.843
Si -0.536 0.941 0.326
C -2.210 1.281 -0.422
C -0.369 2.052 1.838
C -0.363 -0.831 0.919
C -0.009 -1.104 2.238
C 0.162 -2.405 2.686
C -0.021 -3.475 1.822
C -0.403 -3.230 0.512
C -0.568 -1.928 0.074
H 7.734 -0.791 2.174
H 8.642 -1.163 0.669
H 9.479 -0.669 2.116
H 9.468 1.208 0.674
H 7.570 2.575 2.337
H 8.225 1.255 3.291
H 9.326 2.410 2.577
H 7.555 2.378 -0.133
H 7.634 0.795 -0.833
H 5.378 1.922 0.096
H 5.939 1.344 1.635
H 5.388 -1.417 -1.396
H 6.948 -0.989 -0.747
H 6.767 -2.695 0.970
H 5.081 -3.060 0.478
H 5.947 -4.559 -1.007
H 6.640 -3.214 -1.903
H 3.488 0.857 0.779
H 1.453 -0.700 -0.920
H 1.531 0.122 -2.460
H 0.432 1.950 -1.689
H 1.499 2.165 -0.328
H -2.993 0.737 0.111
H -2.273 1.104 -1.495
H -2.404 2.346 -0.264
H -1.185 1.904 2.547
H -0.372 3.096 1.514
H 0.585 1.853 2.333
H 0.147 -0.301 2.949
H 0.451 -2.577 3.717
H 0.143 -4.482 2.178
H -0.558 -4.054 -0.175
H -0.874 -1.759 -0.955
C -2.439 -1.117 5.770
C -3.203 -0.271 4.786
C -4.707 -0.262 4.961
O -5.166 -0.042 3.623
C -4.219 -0.524 2.777
O -4.373 -0.671 1.610
O -3.085 -0.805 3.456
H -2.585 -0.742 6.784
H -2.773 -2.154 5.720
H -1.374 -1.101 5.543
H -2.809 0.750 4.768
H -5.071 0.526 5.615
H -5.083 -1.229 5.304
C -5.695 1.916 -4.077
C -5.692 2.760 -2.830
C -6.119 4.198 -3.025
O -5.390 4.869 -1.979
C -4.280 4.143 -1.722
O -3.368 4.521 -1.057
O -4.351 2.937 -2.327
H -6.705 1.848 -4.481
H -5.045 2.353 -4.835
H -5.334 0.912 -3.859
H -6.275 2.281 -2.039
H -7.186 4.361 -2.902
H -5.793 4.592 -3.983
C 0.017 -10.310 1.395
C -0.320 -8.895 1.007
C 0.595 -7.828 1.571
O -0.278 -6.696 1.661
C -1.547 -7.162 1.810
O -2.479 -6.499 2.115
O -1.585 -8.494 1.564
H 1.005 -10.579 1.020
H 0.006 -10.420 2.480
H -0.712 -11.006 0.983
H -0.395 -8.800 -0.080
H 1.441 -7.594 0.931
H 0.951 -8.075 2.574
C -7.623 9.212 -6.374
C -8.171 7.810 -6.370
C -8.742 7.335 -5.050
O -8.512 5.920 -5.112
C -7.444 5.713 -5.917
O -6.866 4.678 -6.011
O -7.119 6.843 -6.575
H -8.417 9.926 -6.157
H -6.835 9.317 -5.628
H -7.195 9.454 -7.346
H -8.898 7.675 -7.175
H -9.803 7.535 -4.929
H -8.192 7.738 -4.196

largest force on an atom: 0.7 eV/A
DFT total energy: -6109.43516 Eh
lowest unoccupied orbital energy: 0.574 eV

# 4
Computed, not measured: 2 unconnected molecules or ions with the total composition C2H7OS, with ωB97M-V/def2-TZVPD.

Cartesian coordinates (Å):
C -0.733 -1.476 -0.377
S -2.356 -0.769 -0.839
H 0.063 -0.877 -0.803
H -0.555 -2.508 -0.680
H -0.674 -1.413 0.704
H -2.849 -0.339 0.340
C 1.405 1.471 0.317
O 0.102 1.160 0.514
H 1.620 2.361 -0.317
H 2.022 0.650 -0.124
H 1.953 1.739 1.266

charge: -1
ΔE to the lowest compared entry with this formula, charge and spin: 53.4 kcal per mole
largest force on an atom: 0.9 eV/A
DFT total energy: -553.77878 Eh
lowest unoccupied orbital energy: 3.631 eV